Record 1
Computed, not measured: a 11-piece molecular cluster, C32H93N7O11 overall in a non-equilibrium geometry, with ωB97M-V/def2-TZVPD.

SMILES: COC[C@H](C)N.COC[C@H](C)N.COC[C@H](C)N.COC[C@H](C)N.COC[C@H](C)N.COC[C@H](C)N.COC[C@H](C)N.CO.CO.CO.CO
orbital gap: 0.328 Ha
energy relative to the best compared isomer or geometry (same formula, charge and spin): 90.54 kJ/mol
HOMO level: -8.55 eV
E: -67640.7065 eV

Positions of all 143 atoms, in Å:
C  5.119  0.206  -2.029
C  3.853  -0.199  -1.262
C  4.109  -1.367  -0.316
O  2.890  -1.916  0.159
C  3.150  -2.896  1.146
N  3.388  0.970  -0.506
H  4.828  0.764  -2.918
H  5.819  -0.567  -2.352
H  5.706  0.860  -1.378
H  3.060  -0.382  -1.989
H  4.766  -1.013  0.490
H  4.702  -2.156  -0.796
H  2.287  -3.537  1.324
H  3.446  -2.406  2.078
H  3.948  -3.576  0.831
H  2.479  0.714  -0.120
H  3.953  1.150  0.335
C  2.715  3.260  -3.810
C  3.254  4.118  -2.665
C  3.162  5.609  -2.916
O  3.952  6.020  -4.002
C  3.858  7.416  -4.170
N  2.396  3.770  -1.500
H  1.639  3.389  -3.960
H  2.790  2.188  -3.601
H  3.209  3.396  -4.774
H  4.308  3.885  -2.475
H  3.280  6.157  -1.970
H  2.119  5.839  -3.192
H  2.829  7.731  -4.408
H  4.423  7.793  -5.018
H  4.061  7.904  -3.213
H  2.891  4.134  -0.689
H  2.423  2.756  -1.425
C  -0.006  -3.163  3.503
C  -1.411  -3.067  4.089
C  -1.936  -4.477  4.381
O  -1.920  -5.270  3.228
C  -2.435  -6.556  3.486
N  -1.368  -2.191  5.267
H  0.371  -2.167  3.257
H  0.033  -3.809  2.630
H  0.731  -3.502  4.237
H  -2.145  -2.616  3.413
H  -2.937  -4.378  4.829
H  -1.323  -4.904  5.189
H  -2.316  -7.195  2.612
H  -3.482  -6.474  3.793
H  -1.859  -7.075  4.263
H  -0.716  -2.545  5.957
H  -2.304  -2.120  5.655
C  -0.537  -0.705  0.767
C  -1.402  0.370  0.121
C  -1.821  0.107  -1.310
O  -0.715  -0.010  -2.177
C  -0.199  1.258  -2.557
N  -2.619  0.608  0.954
H  -1.059  -1.645  0.975
H  -0.034  -0.417  1.685
H  0.248  -1.004  0.057
H  -0.800  1.286  0.144
H  -2.520  0.880  -1.649
H  -2.311  -0.868  -1.373
H  -1.060  1.853  -2.878
H  0.541  1.294  -3.352
H  0.247  1.760  -1.694
H  -2.316  0.528  1.930
H  -3.258  -0.182  0.803
C  1.760  2.010  2.357
C  2.444  0.733  2.849
C  3.903  1.015  3.194
O  4.618  1.458  2.055
C  6.014  1.309  2.239
N  1.776  0.235  4.061
H  2.427  2.494  1.630
H  1.734  2.816  3.106
H  0.726  1.977  2.013
H  2.380  -0.009  2.050
H  4.344  0.062  3.511
H  3.961  1.725  4.029
H  6.330  1.964  3.054
H  6.571  1.642  1.362
H  6.278  0.257  2.374
H  0.778  0.213  3.870
H  1.877  0.988  4.739
C  -6.487  -0.185  -1.515
C  -5.421  -1.277  -1.755
C  -5.264  -2.105  -0.476
O  -4.834  -1.328  0.615
C  -5.168  -1.875  1.877
N  -5.868  -2.162  -2.829
H  -6.653  0.463  -2.374
H  -6.113  0.421  -0.682
H  -7.435  -0.632  -1.215
H  -4.445  -0.850  -1.968
H  -4.616  -2.969  -0.669
H  -6.240  -2.557  -0.242
H  -4.831  -1.178  2.637
H  -4.615  -2.823  1.967
H  -6.216  -2.178  1.950
H  -6.714  -2.677  -2.627
H  -6.046  -1.594  -3.647
C  1.351  -4.891  -2.284
C  0.414  -3.679  -2.362
C  -0.481  -3.589  -1.148
O  -1.342  -4.718  -1.133
C  -1.950  -4.919  0.130
N  1.257  -2.490  -2.505
H  1.970  -4.896  -1.384
H  1.943  -4.892  -3.200
H  0.790  -5.826  -2.336
H  -0.082  -3.847  -3.322
H  -1.118  -2.697  -1.163
H  0.141  -3.531  -0.243
H  -1.171  -4.929  0.898
H  -2.471  -5.873  0.115
H  -2.619  -4.082  0.365
H  2.019  -2.584  -1.843
H  0.736  -1.630  -2.364
C  -0.584  2.444  -6.467
O  -0.456  3.380  -7.515
H  -1.424  2.674  -5.808
H  -0.652  1.422  -6.837
H  0.310  2.440  -5.833
H  0.145  4.080  -7.257
C  -3.649  3.767  1.632
O  -3.854  3.104  0.406
H  -2.708  4.321  1.538
H  -4.464  4.450  1.862
H  -3.556  3.084  2.483
H  -3.291  2.295  0.371
C  -1.373  1.242  4.623
O  -1.634  0.216  3.678
H  -1.065  2.139  4.081
H  -2.282  1.619  5.108
H  -0.671  0.888  5.376
H  -1.566  -0.643  4.138
C  -0.919  4.537  -1.208
O  -0.233  4.590  -2.445
H  -1.981  4.413  -1.405
H  -0.573  3.677  -0.621
H  -0.756  5.413  -0.572
H  0.721  4.516  -2.241

=====

Record 2
Computed, not measured: a 16-piece molecular cluster, C32H96O16 overall in a non-equilibrium geometry, with ωB97M-V/def2-TZVPD.

orbital gap: 0.350 Ha
energy relative to the best compared isomer or geometry (same formula, charge and spin): 149.69 kJ/mol
HOMO level: -9.33 eV
E: -67497.8952 eV

Positions of all 144 atoms, in Å:
C  2.426  2.228  2.931
C  1.032  2.642  3.419
O  0.552  3.786  2.680
H  3.138  3.047  3.031
H  2.383  1.897  1.893
H  2.862  1.410  3.506
H  1.090  2.869  4.484
H  0.313  1.827  3.335
H  -0.345  3.942  2.984
C  -0.709  -5.348  0.309
C  -1.900  -5.093  1.139
O  -2.294  -3.663  1.324
H  -0.505  -6.418  0.351
H  0.139  -4.773  0.681
H  -0.960  -5.145  -0.732
H  -1.736  -5.587  2.096
H  -2.769  -5.651  0.788
H  -2.582  -3.384  0.451
C  1.100  2.705  -3.605
C  2.151  1.896  -4.261
O  3.367  2.179  -3.602
H  1.273  3.754  -3.841
H  1.065  2.526  -2.531
H  0.151  2.493  -4.099
H  2.234  2.198  -5.305
H  1.868  0.847  -4.172
H  3.407  1.682  -2.781
C  3.025  4.356  -0.580
C  1.666  4.980  -0.400
O  0.749  3.940  -0.167
H  3.781  5.130  -0.714
H  3.065  3.728  -1.470
H  3.280  3.852  0.353
H  1.328  5.604  -1.228
H  1.595  5.637  0.467
H  0.864  3.654  0.742
C  4.553  -5.938  -0.617
C  4.539  -4.693  0.311
O  3.258  -4.153  0.177
H  5.513  -6.449  -0.536
H  4.380  -5.748  -1.677
H  3.871  -6.741  -0.339
H  5.354  -4.013  0.062
H  4.708  -4.999  1.343
H  3.079  -3.570  0.919
C  4.998  -0.872  -1.197
C  4.652  0.455  -0.565
O  3.324  0.865  -1.024
H  4.825  -0.847  -2.273
H  4.480  -1.752  -0.817
H  6.070  -1.008  -1.051
H  5.410  1.131  -0.960
H  4.647  0.496  0.524
H  2.687  0.303  -0.575
C  -0.254  0.530  -0.497
C  0.194  -0.502  0.551
O  1.573  -0.868  0.343
H  -0.181  0.040  -1.468
H  0.433  1.373  -0.572
H  -1.245  0.900  -0.237
H  -0.367  -1.436  0.548
H  0.161  -0.068  1.550
H  1.810  -1.598  0.920
C  4.764  -1.981  2.816
C  3.278  -1.969  3.274
O  2.516  -2.663  2.319
H  4.859  -1.232  2.030
H  5.072  -2.992  2.548
H  5.485  -1.754  3.601
H  2.973  -0.923  3.299
H  3.096  -2.438  4.241
H  1.690  -2.925  2.731
C  -1.492  0.285  -4.539
C  -2.499  1.409  -4.133
O  -3.058  2.035  -5.247
H  -0.965  -0.167  -3.698
H  -0.710  0.717  -5.163
H  -1.936  -0.484  -5.172
H  -2.035  2.157  -3.489
H  -3.353  1.006  -3.589
H  -3.987  1.795  -5.282
C  -5.808  1.704  0.078
C  -4.466  1.754  -0.566
O  -4.101  3.115  -0.618
H  -6.025  0.636  0.054
H  -6.576  2.239  -0.479
H  -5.870  2.097  1.093
H  -4.566  1.410  -1.596
H  -3.711  1.236  0.025
H  -3.234  3.208  -1.020
C  0.086  -3.072  5.424
C  -0.719  -3.512  4.246
O  0.013  -3.166  3.140
H  0.222  -1.993  5.347
H  0.998  -3.661  5.519
H  -0.433  -3.311  6.353
H  -1.706  -3.098  4.038
H  -0.761  -4.600  4.195
H  -0.666  -2.980  2.488
C  -3.528  -2.736  -3.125
C  -3.157  -2.033  -1.887
O  -3.693  -2.723  -0.779
H  -3.107  -3.741  -3.132
H  -3.069  -2.220  -3.968
H  -4.599  -2.844  -3.298
H  -3.566  -1.022  -1.866
H  -2.074  -2.134  -1.812
H  -4.581  -2.377  -0.665
C  -3.122  4.957  -2.862
C  -1.654  4.730  -2.532
O  -1.620  3.841  -1.451
H  -3.630  5.387  -1.998
H  -3.736  4.088  -3.098
H  -3.234  5.699  -3.652
H  -1.066  5.612  -2.276
H  -1.225  4.215  -3.392
H  -0.756  3.970  -1.053
C  -2.522  5.137  1.583
C  -2.661  3.756  2.180
O  -1.983  3.805  3.381
H  -3.087  5.258  0.659
H  -1.471  5.284  1.334
H  -2.735  5.896  2.336
H  -2.120  3.084  1.514
H  -3.694  3.437  2.316
H  -2.092  2.937  3.775
C  0.124  -3.124  -3.252
C  1.133  -3.214  -2.086
O  1.701  -4.472  -2.091
H  0.669  -3.436  -4.143
H  -0.240  -2.104  -3.377
H  -0.700  -3.824  -3.117
H  0.788  -3.003  -1.074
H  1.832  -2.399  -2.273
H  2.401  -4.498  -1.435
C  -2.294  0.112  2.588
C  -1.926  0.080  4.045
O  -2.038  1.346  4.584
H  -1.793  0.894  2.017
H  -3.337  0.406  2.470
H  -2.165  -0.860  2.112
H  -0.939  -0.365  4.168
H  -2.622  -0.598  4.539
H  -1.770  1.329  5.505

=====

Record 3
Computed, not measured: C32H97NO19Si2 as an isolated structure in a non-equilibrium geometry, with ωB97M-V/def2-TZVPD.

orbital gap: 0.350 Ha
energy relative to the best compared isomer or geometry (same formula, charge and spin): 99.59 kJ/mol
HOMO level: -9.33 eV
E: -90896.9014 eV

Positions of all 151 atoms, in Å:
C  -2.709  -0.361  4.046
C  -3.018  0.698  5.161
C  -1.821  1.638  5.527
C  -0.960  2.097  4.307
O  -1.727  2.356  3.124
Si  -0.915  1.706  1.754
O  -2.015  1.091  0.607
Si  -1.298  0.541  -0.849
C  0.379  -0.323  -0.643
C  1.639  0.630  -0.779
C  2.691  0.220  0.321
C  4.176  0.417  -0.121
C  5.068  0.005  1.123
C  5.311  -1.566  1.163
C  6.836  -1.846  0.955
O  7.118  -3.237  0.806
C  6.978  -3.921  2.055
C  -1.261  2.021  -2.072
O  -1.291  3.321  -1.422
N  -0.282  4.126  -1.870
O  0.279  4.589  -0.941
C  -2.517  -0.775  -1.543
C  -2.628  -0.753  -3.113
C  -2.204  -2.201  -0.927
C  -1.349  -3.143  -1.852
C  -0.248  -3.908  -1.007
H  -3.348  -1.248  4.222
H  -1.633  -0.609  3.953
H  -3.058  0.076  3.079
H  -3.923  1.311  4.961
H  -3.254  0.125  6.087
H  -2.241  2.529  6.048
H  -1.146  1.136  6.242
H  -0.476  3.063  4.598
H  -0.132  1.366  4.181
H  -0.029  2.745  1.194
H  -0.034  0.584  2.146
H  0.433  -0.954  0.271
H  0.451  -1.052  -1.490
H  2.149  0.553  -1.757
H  1.308  1.670  -0.554
H  2.556  -0.869  0.517
H  2.545  0.734  1.293
H  4.420  1.484  -0.344
H  4.480  -0.266  -0.948
H  6.053  0.503  1.022
H  4.556  0.270  2.069
H  4.928  -2.005  2.103
H  4.744  -1.971  0.292
H  7.421  -1.454  1.819
H  7.117  -1.339  0.006
H  5.912  -3.926  2.363
H  7.294  -4.973  1.898
H  7.641  -3.435  2.805
H  -2.185  1.956  -2.690
H  -0.339  1.929  -2.690
H  -3.519  -0.477  -1.148
H  -3.264  0.097  -3.426
H  -3.068  -1.713  -3.460
H  -1.616  -0.646  -3.557
H  -1.654  -2.099  0.037
H  -3.161  -2.715  -0.711
H  -0.795  -2.620  -2.655
H  -2.027  -3.929  -2.249
H  0.311  -3.177  -0.386
H  0.460  -4.383  -1.726
H  -0.696  -4.726  -0.413
C  -6.086  -1.806  5.617
O  -4.828  -2.457  5.454
H  -5.909  -0.740  5.748
H  -6.704  -1.963  4.729
H  -6.597  -2.199  6.499
H  -5.003  -3.394  5.341
C  8.036  -1.551  -3.190
O  6.709  -1.491  -2.682
H  8.166  -0.748  -3.914
H  8.752  -1.421  -2.374
H  8.203  -2.512  -3.684
H  6.615  -2.207  -2.046
C  -0.283  3.871  -6.054
O  -1.424  4.023  -5.216
H  -0.610  3.501  -7.024
H  0.212  4.837  -6.185
H  0.413  3.153  -5.611
H  -1.111  4.351  -4.367
C  -5.585  -0.077  0.852
O  -5.321  -1.408  0.409
H  -4.696  0.527  0.682
H  -6.422  0.346  0.289
H  -5.821  -0.076  1.919
H  -6.118  -1.920  0.569
C  -9.171  -2.540  8.917
O  -8.477  -3.225  7.880
H  -8.437  -2.083  9.579
H  -9.806  -1.758  8.492
H  -9.782  -3.242  9.489
H  -9.138  -3.620  7.307
C  -0.868  4.925  -9.573
O  0.053  3.883  -9.889
H  -0.497  5.468  -8.707
H  -0.956  5.611  -10.419
H  -1.846  4.495  -9.337
H  -0.294  3.418  -10.655
C  -2.458  0.924  9.508
O  -2.090  0.324  8.267
H  -3.075  1.794  9.304
H  -3.028  0.213  10.112
H  -1.562  1.238  10.051
H  -1.546  -0.441  8.469
C  4.547  4.242  -2.608
O  4.732  3.974  -1.222
H  4.642  3.307  -3.156
H  3.551  4.661  -2.781
H  5.307  4.943  -2.961
H  4.644  4.809  -0.756
C  9.110  2.423  -5.300
O  7.784  2.477  -4.788
H  9.240  3.225  -6.023
H  9.827  2.554  -4.485
H  9.278  1.462  -5.795
H  7.698  1.761  -4.153
C  -3.208  1.314  -9.549
O  -4.077  2.380  -9.183
H  -3.147  1.271  -10.635
H  -2.210  1.492  -9.137
H  -3.602  0.367  -9.173
H  -4.117  2.402  -8.224
C  -6.124  -4.852  2.226
O  -5.189  -4.891  1.157
H  -6.455  -5.868  2.433
H  -5.654  -4.438  3.123
H  -6.990  -4.243  1.949
H  -4.907  -3.986  0.991
C  2.898  2.879  -10.291
O  3.078  2.247  -11.557
H  2.295  3.770  -10.430
H  2.383  2.202  -9.606
H  3.870  3.163  -9.874
H  3.612  1.463  -11.414
C  -5.196  3.419  11.569
O  -4.130  3.412  10.624
H  -5.508  2.391  11.743
H  -4.860  3.857  12.512
H  -6.042  3.989  11.177
H  -3.868  4.324  10.482
C  6.147  -7.577  0.020
O  6.443  -7.996  1.349
H  5.564  -6.659  0.069
H  7.075  -7.387  -0.524
H  5.564  -8.347  -0.493
H  6.956  -8.805  1.287

=====

Record 4
Computed, not measured: C33H16N9OPd as an isolated structure in a non-equilibrium geometry, with ωB97M-V/def2-TZVPD.

net charge: -1
orbital gap (spin up / spin down): 0.159 / 0.152 Ha
energy relative to the best compared isomer or geometry (same formula, charge and spin): 930.20 kJ/mol
HOMO level (spin up / spin down): -3.42 / -3.35 eV
E: -53414.5133 eV

Positions of all 60 atoms, in Å:
Pd  0.050  -0.094  0.037
C  -0.884  5.849  2.862
C  -2.005  5.993  2.037
C  -2.312  5.034  1.083
C  -1.451  3.955  0.975
C  -1.532  2.716  0.207
N  -2.746  2.244  -0.206
C  -2.952  0.991  -0.456
C  -4.315  0.406  -0.210
C  -5.483  0.952  0.274
C  -6.563  0.092  0.451
C  -6.452  -1.265  0.146
C  -5.262  -1.796  -0.342
C  -4.204  -0.931  -0.512
C  -2.775  -1.158  -0.939
N  -2.399  -2.348  -1.225
C  -1.053  -2.749  -1.110
N  -0.028  -1.939  -0.900
C  0.822  -2.663  0.328
N  1.858  -2.488  1.143
C  2.043  -1.309  1.776
N  1.504  -0.149  1.443
C  1.702  0.805  2.376
N  1.124  2.047  2.343
C  0.317  2.528  1.468
N  -0.411  1.952  0.414
C  -0.327  3.814  1.773
C  -0.038  4.758  2.746
C  2.365  0.201  3.486
C  2.653  0.630  4.784
C  3.193  -0.282  5.663
C  3.434  -1.616  5.274
C  3.137  -2.058  4.004
C  2.606  -1.143  3.090
C  0.449  -4.057  0.022
C  1.070  -5.211  0.463
C  0.515  -6.436  0.121
C  -0.651  -6.505  -0.638
C  -1.268  -5.347  -1.093
C  -0.678  -4.133  -0.786
N  -2.087  0.020  -0.815
H  -0.684  6.600  3.617
H  -2.655  6.850  2.161
H  -3.197  5.103  0.465
H  -5.546  2.002  0.529
H  -7.497  0.475  0.840
H  -7.304  -1.914  0.306
H  -5.161  -2.852  -0.554
H  0.815  4.632  3.400
H  2.426  1.641  5.098
H  3.413  0.020  6.679
H  3.833  -2.312  6.001
H  3.273  -3.096  3.730
H  1.954  -5.147  1.082
H  0.983  -7.351  0.465
H  -1.078  -7.471  -0.878
H  -2.171  -5.384  -1.689
O  -0.352  -1.678  1.106
N  0.338  1.285  -3.010
C  0.293  0.805  -1.958

=====

Question: The lowest energy relative to the best compared isomer or geometry (same formula, charge and spin) belongs to which entry?
Answer: C32H93N7O11